No. 1
This record from the Open Molecules 2025 dataset describes an isolated ion of composition C4H8NO3 and charge -1. The level of theory is ωB97M-V/def2-TZVPD.

Properties
Net charge: -1
SMILES: N[C@H](CO)CC(=O)[O-]
Multiplicity: 1
Relative energy (zero: lowest compared OMol25 entry of this formula, charge and spin) in kcal/mol: 45.9
Maximum force in eV/A: 1.93
Gap between HOMO and LUMO in eV: 7.71
LUMO energy in eV: 3.558
Highest occupied orbital energy in eV: -4.15

Each line ends with the natural charge from an NBO analysis.
Atoms and positions in Å:
N1 1.11837 1.14943 -0.79746  -0.8551
C1 0.39709 0.57939 0.36698  -0.0818
C2 0.70132 -0.87068 0.68615  -0.0808
O1 1.80545 -1.14095 1.58937  -0.7527
C3 -1.12541 0.68168 -0.04702  -0.5581
C4 -1.69009 -0.50385 -1.03217  0.7815
O2 -0.89153 -1.09187 -1.77594  -0.7837
O3 -2.91579 -0.64504 -0.85564  -0.7780
H1 1.91034 0.64385 -1.18394  0.3505
H2 0.44085 1.08713 -1.54213  0.3689
H3 0.65293 1.16239 1.26901  0.1580
H4 1.09309 -1.44510 -0.15858  0.2032
H5 -0.18724 -1.42844 0.96744  0.1725
H6 1.79398 -0.58434 2.37374  0.4480
H7 -1.24440 1.61540 -0.60297  0.1950
H8 -1.85896 0.79100 0.74318  0.2127

---

No. 2
This record from the Open Molecules 2025 dataset describes an isolated ion of composition C4H8NO4S2 and charge -1. The level of theory is ωB97M-V/def2-TZVPD.

Properties
Net charge: -1
SMILES: C[C@@](S)(NS(C)(=O)=O)C(=O)[O-]
Multiplicity: 1
Relative energy (zero: lowest compared OMol25 entry of this formula, charge and spin) in kcal/mol: 9.1
Maximum force in eV/A: 6.15
Gap between HOMO and LUMO in eV: 8.41
LUMO energy in eV: 3.223
Highest occupied orbital energy in eV: -5.19

Each line ends with the natural charge from an NBO analysis.
Atoms and positions in Å:
C1 -0.95198 0.42633 -1.87623  -0.6554
C2 -0.97956 0.04422 -0.42052  -0.0661
S1 -0.73597 -1.69407 -0.25412  -0.1092
N1 0.35157 0.84217 0.31280  -0.9206
S2 1.88925 0.16430 0.12872  2.2733
C3 1.84665 -0.82080 1.64969  -0.8696
O1 2.14149 -0.73187 -0.98624  -0.9584
O2 2.76444 1.28017 0.29296  -0.9838
C4 -2.20921 0.58032 0.43746  0.7551
O3 -2.58543 1.72953 0.11868  -0.7580
O4 -2.58549 -0.21989 1.24582  -0.7197
H1 -1.59729 -0.34073 -2.49796  0.2108
H2 -1.24973 1.36955 -1.97061  0.2236
H3 0.09145 0.12419 -2.08131  0.2243
H4 -1.84987 -1.75800 0.61490  0.2213
H5 0.33293 1.80601 -0.01842  0.4051
H6 1.52002 -0.08816 2.27068  0.2344
H7 0.98151 -1.36890 1.25792  0.2625
H8 2.82523 -1.34436 1.77577  0.2304

---

No. 3
This record from the Open Molecules 2025 dataset describes C4H8NO4S2 as an isolated structure. The level of theory is ωB97M-V/def2-TZVPD.

Properties
Net charge: -1
Multiplicity: 1
Relative energy (zero: lowest compared OMol25 entry of this formula, charge and spin) in kcal/mol: 52.9
Maximum force in eV/A: 4.59
Gap between HOMO and LUMO in eV: 7.08
LUMO energy in eV: 3.393
Highest occupied orbital energy in eV: -3.69

Each line ends with the natural charge from an NBO analysis.
Atoms and positions in Å:
C1 -0.27396 0.43117 1.20912  0.2666
C2 2.76734 0.31148 0.95662  -0.7541
C3 -1.56308 -1.06083 -1.45675  -0.8275
C4 2.04964 0.47740 -0.27566  0.3162
N1 -1.43465 0.98445 0.74737  -0.8665
O1 0.77790 0.52152 -0.27391  -0.6355
O2 -0.34750 -0.91428 1.19923  -0.7415
O3 -3.42636 -0.49193 0.46152  -0.9678
O4 -3.04284 1.16075 -1.26324  -0.9859
S1 2.86165 0.25962 -1.71581  -0.3845
S2 -2.46543 0.14918 -0.39744  2.1959
H1 2.15553 0.29710 1.85957  0.2325
H2 3.60623 -0.51701 0.86774  0.2429
H3 3.44596 1.24300 0.98336  0.2450
H4 -1.58202 -1.95620 -0.83821  0.2449
H5 -2.21052 -1.19113 -2.26289  0.2216
H6 -0.62739 -0.51927 -1.68975  0.2894
H7 -1.26273 1.96892 0.38204  0.4201
H8 0.57224 -1.15394 1.50707  0.4881